Record 1
Entry from OMol25: one molecule with the formula C20H19N5OS (ωB97M-V with the def2-TZVPD basis set).

```
46
Properties=species:S:1:pos:R:3:forces:R:3
C -3.426702 -3.253370 0.810826 0.0 -0.1 0.0
C -2.379850 -2.889055 0.096824 0.1 -0.1 0.0
C -1.033826 -2.571617 0.676556 -0.2 -0.4 0.3
N -0.466807 -1.392866 0.069431 0.5 0.6 -0.3
C 0.771158 -1.287522 -0.494109 0.0 0.0 0.0
N 0.918538 -0.115421 -1.058326 0.6 -0.7 -0.1
N -0.223833 0.564525 -0.886386 -1.0 0.6 0.1
C -1.056785 -0.182139 -0.212911 0.4 0.0 -0.1
C -2.399930 0.226250 0.169617 -0.5 0.2 0.1
C -3.164975 0.921933 -0.753633 -0.1 0.0 0.0
C -4.453126 1.346657 -0.431798 0.1 -0.1 0.1
C -4.964243 1.071795 0.832983 -0.2 0.2 -0.2
C -4.184414 0.395331 1.756952 0.1 -0.1 0.1
C -2.910831 -0.030085 1.440810 0.0 0.1 0.0
H -2.309660 -0.529250 2.183777 0.1 -0.1 0.1
H -4.584099 0.202362 2.741485 0.0 0.0 0.1
H -5.957543 1.384608 1.112865 -0.1 0.0 0.0
O -5.118571 2.008156 -1.414033 0.3 -0.1 0.0
C -6.414691 2.487910 -1.148207 -0.2 0.1 0.0
H -6.735077 2.988908 -2.060178 0.0 0.0 0.1
H -7.108193 1.671232 -0.922534 0.0 0.0 0.0
H -6.416138 3.206166 -0.322168 0.0 0.0 0.0
H -2.767484 1.143364 -1.730410 0.1 0.0 -0.1
S 1.939589 -2.572182 -0.436368 0.3 -0.3 0.0
C 3.208972 -1.900748 -1.582105 -0.5 -0.1 0.2
C 4.055534 -0.866455 -0.952881 0.2 0.3 0.1
N 5.275559 -1.059665 -0.534477 0.0 -0.6 -0.2
C 5.686700 0.151488 -0.040862 -0.5 0.6 0.0
C 6.898148 0.530478 0.527708 -0.1 0.0 0.0
C 7.026633 1.837875 0.944517 0.2 0.0 0.1
C 5.985883 2.760485 0.806897 -0.1 0.1 0.0
C 4.776182 2.408828 0.244486 -0.1 0.1 0.0
C 4.638108 1.096217 -0.178414 0.6 -0.2 0.2
N 3.613832 0.412056 -0.772128 0.1 0.0 -0.1
H 2.666357 0.712579 -0.985137 0.1 -0.1 0.0
H 3.970855 3.119706 0.136792 0.0 0.1 0.0
H 6.135583 3.773684 1.150086 0.0 0.1 0.0
H 7.954566 2.164455 1.390890 0.1 0.0 0.0
H 7.699746 -0.182716 0.633540 0.1 -0.1 0.0
H 3.816011 -2.761419 -1.855562 0.0 0.1 0.0
H 2.665954 -1.507947 -2.440671 0.1 -0.1 -0.1
H -0.339232 -3.395307 0.469003 -0.1 0.1 0.1
H -1.095637 -2.448297 1.762361 0.0 -0.1 -0.1
H -2.440247 -2.813458 -0.980578 -0.1 0.0 -0.1
H -4.368673 -3.494149 0.351159 -0.2 -0.1 -0.1
H -3.383331 -3.333390 1.884328 0.1 0.1 0.3
```
Positions in Å, forces in eV/Å.

Summary:
highest occupied orbital energy	-8.1	eV
relative energy (zero: lowest compared OMol25 entry of this formula, charge and spin)	39.6	kcal per mole
F_max	1.23	eV/Å
net charge	0

Here are the Mulliken charges for atoms 1 to 8, given in e: atom 1 (C): -0.8777, atom 2 (C): -0.0312, atom 3 (C): -0.5568, atom 4 (N): 0.0733, atom 5 (C): 0.4696, atom 6 (N): -0.2967, atom 7 (N): -0.8423, atom 8 (C): 0.1805

Record 2
Entry from OMol25: one molecule with the formula C20H19N5OS2 (ωB97M-V with the def2-TZVPD basis set).

```
47
Properties=species:S:1:pos:R:3:forces:R:3
C 0.516370 1.691254 -3.055518 0.1 -0.1 -0.1
H 0.833764 0.701892 -2.704503 0.0 0.0 0.0
O -0.139259 2.405116 -2.038916 -0.1 0.2 0.3
C 0.664191 2.640655 -0.908839 0.1 0.1 0.1
C -0.206770 3.329063 0.144544 0.6 0.0 -0.6
N -1.217868 2.425105 0.619967 -0.5 -0.5 0.4
C -1.088869 1.549682 1.660731 -0.1 0.1 0.0
N -2.100697 0.724961 1.704206 0.7 -0.1 0.8
N -2.900561 1.020233 0.672496 -0.8 0.3 -1.0
C -2.387640 2.026618 0.016794 0.1 -0.2 0.4
C -2.980037 2.616779 -1.173223 -0.3 0.2 -0.4
C -3.123580 3.991629 -1.338713 0.0 -0.2 0.0
C -3.699716 4.454876 -2.510065 0.1 0.2 0.2
N -4.128030 3.664604 -3.478144 -0.2 0.2 -0.4
C -4.014987 2.358091 -3.306466 0.0 -0.3 0.1
C -3.456302 1.780121 -2.180000 0.1 0.2 0.1
H -3.379757 0.710639 -2.071652 0.0 -0.1 0.0
H -4.390854 1.747916 -4.117537 0.0 -0.1 0.0
H -3.827004 5.515907 -2.682940 0.0 0.1 0.1
H -2.824580 4.685797 -0.567451 0.0 0.1 0.0
S 0.250677 1.588559 2.763607 0.3 0.1 0.4
C -0.094533 0.009180 3.651344 0.0 0.5 -0.3
C 0.354789 -1.151625 2.861800 0.1 -0.5 -0.2
C -0.345659 -1.848081 1.916479 0.0 0.7 0.7
N 0.321571 -2.848540 1.317872 0.3 -0.8 -0.6
C 1.532446 -2.975206 1.748527 -0.1 0.9 0.7
C 2.471070 -3.970256 1.286867 0.5 -0.6 -0.3
C 2.071198 -4.880332 0.304820 0.0 0.2 0.2
C 2.951487 -5.842607 -0.146780 0.1 -0.1 0.0
C 4.236099 -5.912475 0.370515 0.0 0.0 0.0
C 4.639284 -5.012596 1.344398 0.1 -0.1 0.0
C 3.764984 -4.046304 1.801654 -0.3 0.0 -0.1
H 4.078220 -3.344405 2.561708 0.1 0.0 0.1
H 5.639200 -5.065650 1.748885 0.1 0.0 0.0
H 4.922072 -6.667289 0.015867 0.1 -0.1 0.0
H 2.636851 -6.543953 -0.905377 0.0 -0.1 -0.1
H 1.067688 -4.811640 -0.084127 -0.1 0.0 0.0
S 1.958891 -1.798456 2.991413 -0.7 -0.3 -0.5
H -1.364263 -1.641169 1.640735 -0.1 0.1 0.0
H 0.440879 0.097555 4.595086 -0.1 0.1 0.0
H -1.172212 -0.011711 3.804680 0.1 -0.1 0.2
H 0.406677 3.640371 0.993282 -0.1 0.1 -0.1
H -0.682224 4.198007 -0.311712 0.1 0.0 0.2
H 1.516092 3.289093 -1.164286 -0.1 0.0 0.0
H 1.059620 1.692731 -0.510179 0.0 0.1 0.0
H -0.203967 1.578951 -3.862637 0.1 -0.1 -0.1
H 1.395246 2.236911 -3.419211 0.0 0.0 0.0
```
Positions in Å, forces in eV/Å.

Summary:
highest occupied orbital energy	-8.3	eV
relative energy (zero: lowest compared OMol25 entry of this formula, charge and spin)	31.6	kcal per mole
F_max	1.34	eV/Å
net charge	0

Here are the Mulliken charges for atoms 1 to 8, given in e: atom 1 (C): -0.8456, atom 2 (H): 0.3385, atom 3 (O): -0.1368, atom 4 (C): -0.4591, atom 5 (C): -1.0580, atom 6 (N): 0.1801, atom 7 (C): 0.5455, atom 8 (N): -0.3433

Record 3
Entry from OMol25: C20H19NO4S5Ti as an isolated structure (ωB97M-V with the def2-TZVPD basis set).

```
50
Properties=species:S:1:pos:R:3:forces:R:3
Ti 0.144844 -0.284019 0.507117 2.5 -1.2 -1.0
C -0.590758 -1.045531 2.545542 0.1 -0.2 0.3
C 0.207564 0.104256 2.784682 0.1 -0.2 0.2
C 1.531201 -0.177524 2.343552 0.1 -0.2 0.5
C 1.546942 -1.502436 1.838814 0.1 -0.2 0.5
C 0.236383 -2.043610 1.969586 0.2 -0.1 0.5
C -0.148772 -3.467930 1.726033 0.0 0.1 0.0
C 2.760537 -2.281233 1.439654 -0.1 0.1 -0.1
C 2.723242 0.711252 2.515273 -0.1 0.0 -0.1
C -0.243213 1.342422 3.500667 0.0 0.0 -0.2
C -2.022674 -1.222270 2.943423 0.1 0.0 -0.2
H 0.051684 -4.057456 2.624679 0.0 0.0 0.0
H 0.421623 -3.895170 0.905161 0.0 0.0 0.0
H -1.208339 -3.555252 1.487114 0.0 0.0 0.0
H 2.540198 -2.983994 0.636890 0.0 0.0 0.0
H 3.117142 -2.855330 2.298706 0.0 0.0 0.0
H 3.567717 -1.627860 1.112341 0.0 0.0 0.0
H 3.174139 0.545220 3.497029 0.0 0.0 0.0
H 2.446562 1.761788 2.432815 0.1 0.0 0.0
H 3.475227 0.506053 1.757528 0.0 0.0 0.0
H -0.788580 1.073580 4.405494 0.0 0.0 0.0
H -0.899829 1.960208 2.885539 0.0 0.0 0.0
H 0.614225 1.946296 3.790633 0.0 0.0 0.0
H -2.082985 -1.800135 3.867879 0.0 0.0 0.0
H -2.580431 -1.756925 2.174505 0.0 0.0 0.0
H -2.508632 -0.261445 3.109701 0.0 0.0 0.0
S 5.518094 -3.132109 -3.508983 0.1 0.0 0.0
C 4.251629 -2.424813 -2.759863 -0.1 0.1 0.0
S 2.709797 -3.204908 -2.536918 0.1 0.2 0.1
C 1.910813 -1.873842 -1.729212 0.1 -0.1 0.0
C 2.645426 -0.763399 -1.530236 0.1 -0.1 -0.1
S 1.982015 0.647050 -0.770151 0.1 0.0 0.0
S 4.298089 -0.809379 -2.106468 -0.2 -0.2 0.0
S 0.259564 -1.989292 -1.223764 0.0 0.0 0.0
O -0.131028 1.638983 0.495482 -0.6 1.8 0.0
C -0.904692 2.274094 -0.247084 -0.1 0.1 -0.1
C -1.985818 1.702082 -0.972189 -0.1 -0.5 0.1
C -2.785583 2.500134 -1.802141 0.0 0.2 -0.1
C -3.857366 1.945505 -2.443780 0.2 -0.1 0.3
C -4.179139 0.585644 -2.287025 -0.1 0.2 -0.1
C -3.425150 -0.208838 -1.470800 0.1 -0.1 0.1
C -2.306044 0.319496 -0.790477 -0.3 0.5 -0.2
O -1.604471 -0.423953 0.000397 -2.3 -0.1 -0.2
N -4.692344 2.787221 -3.297059 0.1 0.1 -0.6
O -5.636245 2.259487 -3.853843 0.0 0.1 0.2
O -4.363087 3.950000 -3.442591 -0.1 -0.1 0.2
H -0.753424 3.354692 -0.329538 0.0 0.0 0.0
H -2.552477 3.546496 -1.949381 0.0 0.0 0.0
H -5.029828 0.197344 -2.828377 0.0 0.0 0.0
H -3.642646 -1.259500 -1.337659 0.0 0.0 0.0
```
Positions in Å, forces in eV/Å.

Summary:
highest occupied orbital energy	-7.2	eV
relative energy (zero: lowest compared OMol25 entry of this formula, charge and spin)	4.5	kcal per mole
F_max	2.93	eV/Å
net charge	0

Here are the Mulliken charges for atoms 1 to 8, given in e: atom 1 (Ti): 0.2231, atom 2 (C): 0.6603, atom 3 (C): 0.4122, atom 4 (C): 1.3988, atom 5 (C): 0.5238, atom 6 (C): 0.9616, atom 7 (C): -1.5769, atom 8 (C): -1.4049

Record 4
Entry from OMol25: C20H19NO5Ti as an isolated structure (ωB97M-V with the def2-TZVPD basis set).

```
46
Properties=species:S:1:pos:R:3:forces:R:3
C -2.554247 0.244449 1.509844 1.3 -1.0 -2.7
C -1.916885 0.115546 0.172262 -1.7 1.0 2.1
C -0.787089 -0.976116 -0.284380 -0.5 -1.8 0.4
C -1.153302 -2.488861 0.328896 -0.3 -0.8 0.5
C -2.104980 -3.374587 -0.702521 -2.2 0.3 1.1
O -3.338697 -3.032688 -1.091668 3.9 -2.5 2.0
O -1.558958 -4.672561 -1.181487 -0.2 2.5 -0.2
O -0.789906 -1.285700 -1.745451 3.5 -0.6 -0.3
C 0.560726 -1.812176 -2.117881 1.7 -2.0 -3.6
O 0.935222 -2.321722 -3.313274 -3.1 3.6 8.6
O 1.444334 -1.749398 -0.942710 -4.1 0.6 -2.9
C 0.803916 -0.684175 -0.099998 2.5 0.1 1.6
C 1.517261 0.665483 -0.663521 0.3 1.6 -0.8
C 0.572404 1.721749 -1.468029 -2.6 3.4 -1.8
C 0.195913 1.641412 -3.073316 -1.3 3.1 1.9
C -0.740484 2.813759 -3.802470 0.4 1.1 3.3
C -1.343241 4.135269 -2.974208 2.9 -3.8 2.2
C -0.970779 4.200715 -1.350466 1.0 -2.6 -2.9
C -0.044537 3.033724 -0.632459 -0.9 0.3 -2.6
C 0.271009 3.219867 0.980496 0.2 -0.1 -1.3
C 1.550848 -0.905875 1.341310 2.4 -1.2 5.0
C 0.957914 -0.488466 2.823102 1.4 -0.8 -0.4
C 1.705098 -0.694925 4.254379 1.8 -0.9 -4.3
N 3.074654 -1.281491 4.302314 -3.0 0.9 -4.8
C 3.674677 -1.648215 2.988567 -1.6 0.6 -1.0
C 3.085310 -1.561968 1.472274 -2.8 1.7 3.4
H -3.082881 1.245230 1.887316 1.0 -2.5 -1.5
H -2.647397 -0.669127 2.272642 0.9 2.3 -1.6
H -2.307559 0.859588 -0.675790 1.6 -1.4 2.1
H -0.191989 -3.127339 0.560003 -1.8 1.4 -0.6
H -1.760992 -2.427711 1.340767 1.3 0.1 -2.0
H -0.885408 -4.523350 -1.913164 -1.1 -0.4 1.0
H 2.402337 0.322793 -1.388016 -2.1 0.6 1.6
H 2.072343 1.209794 0.242474 -1.5 -1.1 -2.1
H 0.600361 0.770871 -3.759682 -0.9 1.9 1.6
H -0.996888 2.795914 -4.967882 0.8 -0.3 2.9
H -1.980740 4.983473 -3.521243 1.6 -2.2 1.4
H -1.393546 5.158313 -0.788560 1.2 -2.5 -1.0
H 1.409065 3.523812 1.102960 -2.4 -0.6 -0.2
H -0.421346 4.075286 1.425755 1.5 -2.0 -0.9
H 0.112358 2.178459 1.489247 0.2 2.1 -0.7
H -0.118516 0.020120 2.851766 2.6 -1.2 -0.1
H 1.181327 -0.346383 5.262186 1.4 -0.9 -2.5
H 4.787816 -2.081686 3.053056 -2.8 1.1 0.0
H 3.723026 -1.908167 0.547319 -1.5 0.8 2.1
Ti -3.547553 -4.872942 0.249240 1.2 1.9 -1.9
```
Positions in Å, forces in eV/Å.

Summary:
multiplicity	2
highest occupied orbital energy (spin up / spin down)	-10.3 / -10.3	eV
<S²>	1.124
F_max	9.78	eV/Å
net charge	+1

Here are the Mulliken charges for atoms 1 to 8, given in e: atom 1 (C): -0.8848, atom 2 (C): -0.2374, atom 3 (C): 1.6055, atom 4 (C): -0.2665, atom 5 (C): 0.3351, atom 6 (O): -0.6737, atom 7 (O): -0.5559, atom 8 (O): -0.3953

Record 5
Entry from OMol25: C20H20BF2IN7O4Re as an isolated structure (ωB97M-V with the def2-TZVPD basis set).

```
56
Properties=species:S:1:pos:R:3:forces:R:3
Re -0.356111 1.091768 -1.052837 0.3 -0.2 0.0
C -1.925607 0.278198 1.593433 0.0 0.0 0.0
N -2.009532 0.756513 0.204654 -0.1 0.0 0.1
C -3.145672 1.045698 -0.318992 0.0 -0.1 0.1
C -3.116253 1.516368 -1.670402 -0.1 0.0 0.0
C -4.043935 1.890367 -2.597678 0.1 0.0 0.1
C -3.322542 2.242558 -3.780091 0.1 0.0 0.0
C -1.996188 2.065335 -3.522008 0.0 0.0 -0.1
N -1.825849 1.607643 -2.228220 0.0 0.1 0.0
C -1.530694 -1.176706 1.679675 0.0 0.0 0.0
C -0.273332 -1.544270 2.143022 0.0 0.0 0.0
C 0.083024 -2.883905 2.222928 0.0 0.0 0.0
C -0.821530 -3.864604 1.845186 0.0 0.0 0.0
C -2.084879 -3.504085 1.394869 0.0 0.0 0.0
C -2.436445 -2.166804 1.315365 0.0 0.0 -0.1
H -2.890462 0.446300 2.076821 0.0 0.0 0.0
H -1.187070 0.898989 2.100638 0.0 0.0 0.0
H -4.072235 0.944619 0.236700 0.0 0.0 0.0
H -5.113864 1.904113 -2.469434 0.0 0.0 0.0
H -3.750288 2.583169 -4.708162 0.0 0.0 0.0
H -1.147170 2.230027 -4.166494 0.0 0.0 0.0
H 0.431994 -0.779880 2.448019 -0.1 -0.2 0.0
H 1.063114 -3.158696 2.590859 0.0 0.0 0.0
H -0.549034 -4.909565 1.912252 0.0 0.0 0.0
H -2.796398 -4.266201 1.106286 0.0 0.0 0.0
H -3.422750 -1.893183 0.957809 0.0 0.0 0.0
N 1.278923 1.459910 -2.448621 0.3 -0.1 0.3
N 1.579593 0.371974 -3.303852 0.1 0.0 -0.1
C 1.001227 -0.838525 -3.074441 -0.1 -0.1 -0.1
N 1.460020 -1.860256 -3.778305 0.0 0.1 0.0
N -0.010245 -0.845706 -2.201277 0.1 0.1 0.4
N -0.878163 -1.951855 -2.180853 -0.4 0.1 -0.9
O -1.982908 -1.699139 -1.788153 0.0 -0.1 0.4
O -0.516636 -3.022733 -2.636863 0.1 -0.1 0.4
H 1.181587 2.302716 -3.008473 0.0 0.0 0.0
H 2.080626 1.546280 -1.793882 -0.1 0.1 -0.1
H 2.510391 0.380931 -3.696155 0.0 0.0 0.1
H 2.174114 -1.729122 -4.474135 0.0 0.0 0.0
H 1.021160 -2.761413 -3.648000 0.0 0.0 0.0
F 0.655383 3.954358 -0.746378 0.0 0.0 0.0
B -0.335213 3.148096 -0.331703 -0.1 0.1 0.0
F -1.199141 3.719972 0.497191 0.0 0.0 0.0
I 4.280761 0.100665 6.491128 0.0 0.0 0.0
C 3.611171 0.291686 4.531940 0.0 0.0 0.0
C 2.359117 0.844105 4.285211 0.0 0.0 0.0
C 1.909305 0.957949 2.982252 0.1 0.1 0.1
C 2.716922 0.541092 1.927344 0.0 0.1 0.0
C 3.977990 0.008450 2.180797 0.0 0.0 0.0
C 4.421199 -0.130382 3.483422 0.0 0.0 0.0
C 2.274264 0.688769 0.530515 0.2 -0.3 -0.2
O 3.047101 0.671634 -0.416408 -0.5 0.2 0.0
O 0.948782 0.789076 0.376170 -0.1 0.1 -0.2
H 1.741769 1.182296 5.105572 0.0 0.0 0.0
H 0.934068 1.382325 2.783748 0.1 0.0 0.0
H 4.603767 -0.297692 1.353442 0.0 0.0 0.0
H 5.392776 -0.559228 3.684570 0.0 0.0 0.0
```
Positions in Å, forces in eV/Å.

Summary:
multiplicity	2
highest occupied orbital energy (spin up / spin down)	-11.2 / -11.2	eV
<S²>	0.766
relative energy (zero: lowest compared OMol25 entry of this formula, charge and spin)	7.5	kcal per mole
F_max	1.00	eV/Å
net charge	+1

Here are the Mulliken charges for atoms 1 to 8, given in e: atom 1 (Re): 1.0461, atom 2 (C): -1.4301, atom 3 (N): 0.1419, atom 4 (C): 0.2559, atom 5 (C): -0.3221, atom 6 (C): -0.6165, atom 7 (C): -0.8924, atom 8 (C): -0.2423